# 1
# C5H8N2

C5H8N2 in the gas phase (ωB97M-V with the def2-TZVPD basis set, OMol25).

Each line ends with the Mulliken charge.
Element x y z (Å)
C -1.4876 -0.7006 -0.1237  -1.0725
C -0.9027 0.5423 0.3752  -0.0302
C 0.2495 1.3461 -0.1225  -0.3196
C 1.2853 0.2834 -0.7851  -0.2496
C 1.3585 -0.8069 0.3283  -0.5179
N 0.8595 -0.3628 1.4881  -0.3458
N 0.1468 0.8168 1.3286  -0.3338
H -2.0836 -0.2067 -0.9622  0.2591
H -0.8635 -1.6492 -0.2626  0.2408
H -2.2938 -1.3260 0.3330  0.3424
H -1.5808 1.0678 0.9455  0.5412
H 0.2270 2.3932 -0.1624  0.4449
H 2.4110 0.4119 -1.2875  0.3208
H 0.6069 -0.2702 -1.4438  0.2185
H 2.0676 -1.5392 0.3511  0.5017

Forces on the atoms, in the same order (eV/Å):
C -1.2331 -2.4047 -1.7968
C -0.4832 1.1752 1.3872
C 1.7848 -4.1032 0.6096
C 0.1992 -1.0257 -0.0947
C -1.3776 6.0056 3.2828
N 2.1140 -2.2060 -2.8950
N 1.6101 -0.5060 0.3572
H 1.0541 -1.6319 -0.0819
H 0.0191 1.8569 -1.0969
H 0.2017 1.6737 1.1938
H -2.7343 1.6776 -0.4210
H 0.1997 1.1195 -0.5033
H -3.3357 0.4069 1.3767
H 0.6422 0.3669 -1.1608
H 1.3389 -2.4047 -0.1569

Summary:
SMILES: C[C@@H]1[C@@H]2CC=NN12
Energy relative to the best compared isomer or geometry (same formula, charge and spin): 521.56 kJ/mol



# 2
# FHNO

2 unconnected molecules or ions with the total composition FHNO (ωB97M-V with the def2-TZVPD basis set, OMol25).

Each line ends with the Mulliken charge.
Element x y z (Å)
N 0.4546 0.2209 -0.2539  -0.0225
O 0.1241 -0.7818 -1.0293  -0.4753
F -1.1346 0.7996 0.5909  -0.6966
H 0.5559 -0.2387 0.6924  0.1944

Forces on the atoms, in the same order (eV/Å):
N -0.9499 -3.7820 -1.2234
O 1.0299 2.8281 1.6708
F -0.0958 0.1522 0.1579
H 0.0158 0.8016 -0.6052

Summary:
Energy relative to the best compared isomer or geometry (same formula, charge and spin): 0.00 kJ/mol
Total charge: -1



# 3
# C54H148LiN13O14

A molecular structure, C54H148LiN13O14 (ωB97M-V with the def2-TZVPD basis set, OMol25).

Each line ends with the Mulliken charge.
Element x y z (Å)
Li 2.0834 1.6847 -1.2664  1.3986
C -1.0850 -1.0508 0.4007  3.1751
C -0.0311 0.0426 0.7147  0.3639
O 0.7899 0.3634 -0.3577  -0.7505
H -1.7228 -1.4093 1.2086  -0.7816
H -0.6007 -1.9396 -0.0039  -0.6448
H -1.8742 -0.7090 -0.2690  -1.3880
H 0.6040 -0.2845 1.5380  -0.5922
H -0.5633 0.8529 1.2130  -0.6933
C 3.0568 2.6416 1.5703  -0.6660
C 4.1709 2.3472 0.4946  0.2246
C 5.5116 2.1894 1.1826  -0.8980
O 5.8973 3.4674 1.7378  -0.4184
C 7.1284 3.3666 2.3673  -0.7966
N 3.7830 1.1670 -0.2004  2.1374
H 2.9209 1.7707 2.2115  -0.0513
H 2.1253 2.9344 1.0858  -0.3785
H 3.4072 3.4921 2.1552  0.7533
H 4.2928 3.0582 -0.3225  0.3505
H 6.3287 2.0273 0.4796  0.7064
H 5.4873 1.3681 1.8988  0.2579
H 6.9070 2.9658 3.3565  0.3183
H 7.5572 4.3543 2.5366  0.2650
H 7.8879 2.7775 1.8534  0.2920
H 3.5035 0.4356 0.4376  -1.4245
H 4.6303 0.7015 -0.4928  -0.4469
C 0.9987 2.9712 7.4488  -1.5596
C 0.4472 2.8146 6.0112  0.1281
C 0.7557 1.3935 5.4228  0.1498
O 2.1920 1.3150 5.3757  -0.3986
C 2.6917 0.1473 4.7964  -0.3620
N -0.9633 3.0998 5.9034  -0.5965
H 0.6455 2.1583 8.0832  0.3656
H 0.5685 3.8416 7.9442  0.4257
H 2.0786 3.0239 7.5869  0.3252
H 0.9066 3.5902 5.3983  0.3022
H 0.3628 1.3112 4.4094  -0.2702
H 0.3704 0.5848 6.0438  0.3552
H 3.7791 0.0970 4.7406  0.3350
H 2.2960 -0.0377 3.7977  -0.1867
H 2.3716 -0.7168 5.3787  0.3661
H -1.2003 4.0057 6.2819  0.2879
H -1.6279 2.5949 6.4722  0.1622
C -1.8145 -0.9554 -3.3854  -1.4087
C -0.8539 -0.1452 -4.3165  1.5469
C -1.4957 0.3815 -5.5948  -1.2009
O -2.0696 -0.5594 -6.4663  -0.3780
C -2.5200 -0.0633 -7.7451  -0.8698
N -0.3097 0.9470 -3.4906  0.3314
H -2.0854 -1.8899 -3.8769  0.6780
H -2.7037 -0.4234 -3.0472  0.5259
H -1.2999 -1.2536 -2.4720  -0.2648
H -0.0413 -0.8376 -4.5361  -0.3573
H -0.6718 0.8310 -6.1490  0.4639
H -2.1994 1.1771 -5.3499  0.2305
H -1.8096 0.5707 -8.2757  0.3219
H -3.4440 0.5091 -7.6623  0.3215
H -2.9492 -0.8344 -8.3849  0.3160
H 0.1152 0.5912 -2.6463  0.0088
H -1.0987 1.4349 -3.0911  -0.3147
C 3.4050 -3.3957 -3.4842  -1.4946
C 2.2452 -2.5095 -2.8806  1.6102
C 1.0011 -3.2982 -2.2591  1.1482
O 0.2857 -4.0622 -3.2720  -0.5520
C -0.7882 -4.7049 -2.5646  -0.4365
N 2.7957 -1.6992 -1.8209  0.5854
H 4.1516 -2.8124 -4.0232  0.2222
H 2.9496 -4.0835 -4.1967  0.5309
H 3.9283 -3.9938 -2.7382  0.0510
H 1.8457 -1.8655 -3.6640  -0.8065
H 0.3217 -2.5950 -1.7773  -0.5892
H 1.3809 -3.9644 -1.4845  -0.0740
H -0.3553 -5.5333 -2.0038  0.0572
H -1.5188 -5.0935 -3.2741  0.3244
H -1.2685 -4.0700 -1.8201  0.0600
H 2.0244 -1.1466 -1.4747  -0.9746
H 3.1468 -2.2533 -1.0529  0.9081
C -0.1759 -2.8008 4.7639  -1.4239
C -1.3570 -3.7369 4.7148  2.7480
C -0.8524 -5.1637 4.3240  -1.2170
O -0.2090 -5.2432 3.0221  -0.2766
C -1.0706 -4.9621 1.9243  -0.7593
N -2.0449 -3.6709 5.9679  -0.5544
H -0.3955 -1.7958 5.1245  0.4609
H 0.0657 -2.5531 3.7303  -0.0532
H 0.7602 -3.2357 5.1142  0.4285
H -2.0285 -3.4347 3.9111  -1.5312
H -1.5505 -6.0001 4.3614  0.4292
H -0.1849 -5.4585 5.1337  0.2987
H -1.0804 -3.9228 1.5959  0.1509
H -2.1197 -5.2205 2.0679  0.6211
H -0.7073 -5.5279 1.0664  0.1370
H -1.2886 -3.7928 6.6261  0.3123
H -2.7525 -4.3880 6.0398  0.3062
C 5.0982 1.0945 -3.8088  -1.5691
C 3.6440 1.3230 -4.1029  0.4026
C 3.2712 0.8344 -5.5097  -0.9576
O 3.6058 -0.4536 -5.9191  -0.2194
C 3.1464 -0.8041 -7.1867  -0.9516
N 2.7405 0.6550 -3.1894  1.4802
H 5.6044 1.7710 -4.4975  0.6091
H 5.3602 0.0433 -3.9291  0.1716
H 5.3771 1.3241 -2.7804  0.1060
H 3.3286 2.3662 -4.0850  0.4184
H 3.6916 1.4917 -6.2709  0.6250
H 2.1831 0.8947 -5.5328  0.2235
H 3.5639 -0.2392 -8.0201  0.3429
H 2.0711 -0.7486 -7.3566  0.3184
H 3.2422 -1.8790 -7.3404  0.3245
H 1.8641 0.6479 -3.6914  -0.7058
H 2.9691 -0.3206 -3.0630  -0.3874
C -4.2082 1.5752 4.9841  -1.7637
C -3.2989 0.5924 4.2336  1.1674
C -3.9667 -0.1505 3.0596  0.4694
O -5.0540 -0.9127 3.5010  -0.5251
C -4.7328 -1.9697 4.3935  -0.7113
N -2.1613 1.3881 3.7708  1.3092
H -4.5611 2.4299 4.4071  0.2306
H -3.6890 1.9009 5.8855  0.4328
H -5.0651 1.0286 5.3780  0.4408
H -2.8226 -0.1061 4.9216  0.5784
H -3.2512 -0.6629 2.4164  -0.4790
H -4.4762 0.5890 2.4418  -0.3033
H -5.6549 -2.3693 4.8157  0.4457
H -4.2423 -1.5524 5.2729  0.3812
H -4.0471 -2.7673 4.1075  0.0123
H -1.4873 0.7633 3.3520  -0.5609
H -1.6266 1.8899 4.4654  -0.8998
C 3.7551 -7.7405 -4.2484  -1.4287
C 2.6400 -7.7796 -3.1659  0.2012
C 3.0659 -7.2329 -1.8296  -0.0515
O 1.8498 -7.0696 -1.0262  -0.3538
C 2.2365 -6.6037 0.2544  -0.2501
N 1.5169 -7.0984 -3.7121  -0.6758
H 3.4211 -8.1903 -5.1834  0.3693
H 4.5638 -8.3261 -3.8112  0.4122
H 4.2142 -6.7657 -4.4134  0.2733
H 2.3209 -8.8028 -2.9674  0.3952
H 3.5249 -6.2651 -2.0313  -0.1911
H 3.7932 -7.9253 -1.4056  0.4565
H 2.7105 -7.4179 0.8025  0.4866
H 1.2760 -6.3300 0.6911  -0.1494
H 2.9243 -5.7584 0.2735  0.0983
H 1.7088 -6.1321 -3.9348  0.2037
H 0.7648 -7.0983 -3.0378  0.3377
C 1.2243 5.2554 -0.8531  -1.3106
C 0.5245 4.0579 -1.6094  2.2952
C -0.5959 4.6370 -2.4738  -0.8680
O -1.5583 3.6538 -2.7934  0.3975
C -2.5474 4.0003 -3.7618  -1.0656
N 1.4613 3.2846 -2.3685  -0.3453
H 0.5505 5.5961 -0.0669  0.0515
H 1.4894 5.9945 -1.6091  0.5221
H 2.1468 4.9197 -0.3793  0.2523
H 0.1784 3.2957 -0.9112  -1.4794
H -0.1112 5.0941 -3.3365  0.4335
H -1.1462 5.4097 -1.9370  -0.2538
H -3.1709 3.1138 -3.8774  0.1773
H -2.1579 4.2308 -4.7534  0.2756
H -3.1468 4.7954 -3.3185  0.4331
H 1.8899 4.0693 -2.8383  0.4127
H 0.8462 2.8199 -3.0210  -0.0101
C -6.8893 3.8366 0.3675  -1.4231
C -5.8852 4.7595 -0.2587  0.4924
C -4.5604 4.0805 -0.7742  -0.4516
O -4.0690 3.2627 0.2586  -0.5548
C -2.9775 2.3874 -0.1132  1.1911
N -6.4871 5.4845 -1.3876  -0.7584
H -7.3330 3.1869 -0.3869  0.2852
H -7.6991 4.4367 0.7823  0.4781
H -6.4543 3.1638 1.1066  0.1202
H -5.7511 5.5012 0.5287  0.3119
H -3.7791 4.7754 -1.0819  -0.2845
H -4.8509 3.4607 -1.6224  0.4229
H -2.1428 2.9722 -0.4999  -0.6026
H -3.3146 1.6888 -0.8789  0.1847
H -2.6752 1.7878 0.7454  -0.4840
H -7.3952 5.7729 -1.0524  0.3067
H -6.6389 4.7874 -2.1025  0.2800
C -4.2307 -3.2818 0.9228  -0.9822
C -4.6371 -2.5705 -0.3692  -0.4162
C -5.0280 -1.0778 -0.0512  0.5658
O -5.9876 -0.6363 -1.0352  -0.5751
C -6.3617 0.7195 -0.9915  -0.6288
N -3.5784 -2.7602 -1.3099  -0.1148
H -5.0382 -3.0591 1.6203  0.4463
H -3.3543 -2.8522 1.4080  -0.2883
H -4.1000 -4.3552 0.7854  0.5550
H -5.5185 -3.1160 -0.7064  0.5504
H -4.1183 -0.4795 -0.0001  -0.5018
H -5.6069 -0.9628 0.8652  0.7757
H -7.1215 0.8952 -1.7530  0.3636
H -5.4928 1.3063 -1.2896  0.0483
H -6.6812 1.0263 0.0044  0.3033
H -2.9236 -2.0298 -1.0693  -0.5923
H -3.9312 -2.6320 -2.2475  0.4339
C 7.0075 -1.6614 0.7254  -1.7983
C 5.6731 -1.9927 0.0721  0.5404
C 4.4807 -2.1127 1.1064  -0.6416
O 3.4812 -2.9775 0.5447  -0.3307
C 2.4386 -3.3173 1.4578  -0.5316
N 5.4490 -0.9847 -0.9576  -0.0835
H 6.9903 -0.8822 1.4875  0.2191
H 7.7707 -1.3234 0.0245  0.4309
H 7.3432 -2.5600 1.2431  0.4836
H 5.8435 -2.9796 -0.3580  0.1459
H 4.0351 -1.1641 1.4058  -0.0464
H 4.7963 -2.5146 2.0692  0.5988
H 1.9169 -2.4588 1.8806  -0.0066
H 2.8704 -3.9945 2.1946  0.4793
H 1.7087 -3.8769 0.8728  -0.2151
H 6.2764 -0.9477 -1.5355  0.2603
H 4.5708 -1.1063 -1.4415  -0.3263
C -0.5874 4.1837 2.2648  -0.0436
C -1.8807 4.8469 2.5686  -0.0099
C -2.2541 6.0349 1.5543  -0.1779
O -1.1320 6.8281 1.3093  -0.3861
C -1.3679 7.7600 0.2666  -0.6551
N -3.0636 3.9905 2.7197  -0.3422
H -0.4734 3.7128 1.2883  -0.4550
H -0.4879 3.3905 3.0058  -0.2821
H 0.3275 4.7539 2.4259  0.8606
H -1.8092 5.2819 3.5655  0.4039
H -3.1519 6.6062 1.7902  0.5037
H -2.5583 5.5561 0.6235  -0.3353
H -0.5246 8.4399 0.1455  0.2233
H -2.2314 8.3930 0.4711  0.3445
H -1.3675 7.1717 -0.6510  0.1648
H -3.3339 3.5806 1.8371  0.0780
H -2.8985 3.1855 3.3070  0.2256

Forces on the atoms, in the same order (eV/Å):
Li -0.0077 -1.2519 0.0447
C 0.0318 0.0305 0.0763
C 0.3136 -0.4403 -0.5036
O -0.5254 0.4954 -0.4010
H 0.4686 0.0883 0.8107
H -0.0038 0.0062 -0.2466
H 0.4516 0.4014 -0.6118
H 0.2727 -0.7428 0.6140
H -0.3466 0.8801 -0.3265
C 1.3174 1.0887 -1.1798
C -0.7373 0.1650 1.4803
C 0.6209 1.6524 -0.3695
O -0.8151 -0.5847 -0.6992
C 0.1391 0.4656 1.3079
N 0.1261 -1.1837 -0.2928
H -0.0512 -0.0167 -0.0807
H -0.1616 -0.2630 0.0922
H -0.2036 -0.0514 0.2581
H -0.1813 0.9110 0.5362
H -0.1868 -0.8141 -0.4688
H 0.0033 0.0071 0.4767
H 0.6274 -0.4181 0.2987
H -0.1844 0.1649 -0.2044
H -0.1320 -0.2861 -0.2519
H -0.9062 0.1273 0.4523
H 0.3742 -0.0240 -1.0743
C -0.4413 -0.2698 0.3772
C 0.5985 -0.6726 0.8253
C 1.3557 1.4099 0.0437
O -0.1183 0.5317 0.0492
C -0.5865 -0.9535 0.0189
N -1.3507 0.5321 0.1623
H -0.0034 -0.3874 -0.0834
H 0.0255 0.3643 -0.3080
H -0.0052 -0.0634 -0.4951
H 0.3271 -0.3384 -0.2895
H -0.0552 -0.0462 -0.0860
H -0.2598 -0.0586 0.2012
H -0.0211 0.6207 0.1997
H -0.1068 0.2422 -0.3946
H -0.0096 -0.3219 0.2436
H 0.5652 0.7590 -0.4871
H 0.4652 -1.2504 0.2455
C 0.4291 -0.5292 -0.8200
C -1.0636 -1.2998 2.0164
C 0.8714 0.8688 -0.6813
O -0.5646 -0.9186 -0.7069
C -0.8446 0.3212 0.9045
N -0.1977 0.6393 -1.0379
H -0.3728 -0.0153 -0.0559
H -0.1382 0.2809 -0.3607
H 0.3249 0.1568 -0.0655
H 0.1264 0.0534 -0.3874
H 0.2147 0.5729 -0.0401
H -0.3100 0.1658 0.1466
H 0.3868 -0.2581 0.0874
H 0.0017 0.7499 0.6967
H 1.0443 -0.7520 0.2151
H 0.3028 -0.6644 0.3738
H -0.2956 0.5354 -0.1314
C -1.5223 0.1521 0.0134
C 0.0047 -1.8978 0.4729
C 1.3034 -0.1815 -2.1193
O -0.1494 0.8388 1.5785
C 0.5609 -0.4636 -0.3236
N -0.2722 0.1756 -0.4473
H -0.1707 0.2975 0.0807
H 0.0987 -0.1254 -0.1171
H -0.1544 0.0826 0.3070
H 0.0494 0.0069 -0.1787
H 0.0159 0.2497 -0.1267
H 0.1141 -0.3385 0.1568
H -0.0429 -0.3399 0.1135
H 0.0713 0.1556 -0.0210
H -0.1802 0.3682 -0.2760
H -0.1216 0.6687 0.8104
H -0.4154 -0.4459 0.0178
C 0.4321 0.7100 -1.8801
C 0.0902 -0.8342 -1.3133
C 0.2288 0.0896 -0.3908
O -0.3532 0.4313 0.9911
C 0.0998 -0.0924 -0.3115
N 0.1102 0.0501 0.1566
H -0.1086 -0.2807 0.7977
H 0.1943 -0.1835 -0.3748
H -0.2023 0.0248 0.6631
H -0.1391 0.2901 -0.0436
H -0.9991 0.4298 -0.0965
H 0.9039 0.0680 -0.3837
H 0.2627 0.3662 0.3358
H -0.0386 -0.3171 0.4035
H 0.0193 -0.1568 0.0626
H -0.5030 -0.2707 0.8859
H 0.0657 -0.2109 0.3511
C 0.0106 0.4468 0.3331
C -0.6763 -1.5832 -0.5481
C -0.3470 1.1810 -1.1534
O 0.6677 -1.1567 0.9455
C -0.8787 -0.6954 -0.6113
N -0.3588 0.3906 0.4068
H 0.6852 -0.3904 0.0670
H 0.0607 0.0457 -0.4963
H -0.1483 0.3587 0.0347
H 0.4958 0.3115 -0.1387
H -0.0331 0.6246 -0.1405
H -0.3577 0.4074 -0.3501
H 0.5805 0.1058 0.1051
H -0.5739 0.7371 0.6520
H 0.9168 0.0208 0.1227
H -0.4999 0.0695 0.2856
H 0.5632 0.0641 0.2298
C -0.3781 -1.3098 0.5452
C 1.0621 1.0001 0.3191
C -0.4324 1.5786 0.6745
O -0.0677 -1.6524 -0.0773
C -0.0630 0.7959 1.5550
N 0.3164 -0.6588 -1.6377
H 0.2211 -0.1199 -0.1412
H 0.1374 0.3481 -0.1118
H -0.2830 0.0461 -0.1493
H -0.8213 -0.5601 0.4036
H 0.1609 -0.4260 0.1974
H 0.3631 0.3333 -0.2572
H -0.1384 -0.1898 -0.5775
H 0.1430 0.1052 0.1702
H -0.2059 0.0124 -0.9755
H 0.1540 -0.1209 -0.4542
H -0.5968 0.2033 0.5044
C 0.2810 -0.8421 1.5739
C 0.3566 0.0590 -1.1670
C -1.0306 0.2223 -0.4085
O 2.4631 0.1015 -0.7002
C -0.9964 -0.5074 0.0902
N -1.2943 0.1940 -0.3690
H -0.0069 0.1211 0.1527
H 0.3355 -0.3206 -0.4031
H -0.5134 0.3031 -0.0342
H 0.1245 -0.3186 -0.3240
H 0.1167 0.3376 0.4822
H -0.0127 0.0700 0.6160
H -0.0419 -0.0691 0.3171
H 0.3297 0.0815 0.5926
H -0.0206 0.1960 -0.4435
H 0.0840 0.2138 0.0271
H -0.1508 0.1250 -0.0333
C -0.5728 -1.7528 -0.5622
C -0.6848 0.8416 2.1978
C -0.6006 -0.0259 0.7872
O 0.4826 -0.7121 -0.8048
C 0.1814 -0.3274 0.9204
N 0.4229 1.0682 -0.4506
H 0.0932 0.4716 -0.2082
H -0.1388 0.4172 0.2046
H 0.0312 -0.0982 -0.0125
H -0.9346 0.5399 0.5753
H -0.1236 0.0389 -0.5043
H 0.2058 0.4430 0.1868
H -0.0719 0.0099 0.0949
H 0.2873 0.3431 0.0882
H -0.2028 0.3082 -0.4996
H 1.0461 -0.5469 -1.0424
H 0.2997 -0.7503 -0.8578
C -0.1380 -1.1637 -0.2477
C 0.7617 0.5314 -0.2413
C -1.1618 0.0605 1.1149
O 0.4276 -1.1033 -0.2043
C -0.7232 0.4756 -0.2374
N 0.5805 -0.1249 0.2383
H -0.1213 -0.0669 -0.1971
H 0.0268 -0.1045 0.2380
H -0.0284 0.2908 0.2797
H 1.0082 0.1754 -0.1109
H -0.1874 0.3829 -0.1370
H 0.0366 -0.1379 -0.4155
H 0.0859 -0.0833 0.0353
H 0.0018 -0.0142 -0.3068
H -0.0759 0.3142 0.2084
H -0.2738 0.2375 -0.3310
H -0.3301 0.0048 -0.3878
C -0.7785 0.7601 0.5984
C -0.6469 -0.0699 1.5024
C -1.4706 -0.7683 -0.7353
O 0.5086 -0.6805 -0.6165
C 0.9383 -0.3171 -0.1550
N 0.0402 0.2512 -0.4120
H -0.0998 -0.5063 0.3447
H 0.3324 -0.0178 -0.2808
H -0.0012 0.1292 -0.0726
H -0.2204 0.3260 -0.2110
H 0.0726 0.3655 -0.1963
H 0.5610 -0.3655 0.6287
H -0.2143 -0.1818 0.2377
H 0.0860 0.4659 0.1767
H -0.1805 0.0286 0.0531
H 0.5516 -0.0838 -0.6773
H 0.2903 0.3143 -0.2154
C 0.0827 -0.2074 1.0765
C -0.1693 0.5597 0.6502
C 0.4704 -0.5437 -0.7417
O 0.3901 0.4957 0.5669
C 0.2652 -0.4470 -0.7536
N 0.4664 -0.0244 0.9266
H -0.4475 0.2087 0.0137
H -0.1041 -0.3282 -0.2756
H 0.3616 -0.0100 -0.0285
H -0.5148 -0.3819 -0.0682
H -0.0270 0.4063 -0.4532
H 0.4968 -0.4633 -0.0016
H 0.2579 0.2290 0.1814
H -0.2720 0.1401 0.4531
H -0.0205 0.0127 0.0913
H -0.3454 0.0060 -0.4252
H -0.0072 -0.1178 -0.7418
C 1.2670 -1.1032 0.2227
C -1.9219 2.0463 0.0728
C 0.1884 -2.0552 0.3137
O 0.4366 0.9520 0.3520
C 0.8250 -0.3870 0.1970
N -0.0519 0.4381 -0.4780
H -0.4001 -0.0135 -0.2198
H -0.0285 -0.3561 -0.0620
H -0.2366 0.6536 -0.1011
H 0.4438 0.4246 0.0392
H 0.0736 0.2159 0.8315
H 0.0961 -0.4370 -0.5046
H 0.2525 -0.1195 0.4486
H -0.3865 -0.2940 -0.3150
H -0.8135 0.3050 -0.4301
H -0.1055 0.3871 0.0399
H 0.5480 0.1971 0.1339



We obtain energy values of -8289.5907; -6268.9944; -106631.4539 eV for the records listed above, in that order.
We obtain Kohn-Sham gap values of 9.974; 8.925; 7.747 eV for the records listed above, in that order.